Entry from OMol25: a 17-piece molecular cluster, H34O17 overall (ωB97M-V/def2-TZVPD).

Calculated values
F_max in eV/Å: 14.43
Relative energy (zero: lowest compared OMol25 entry of this formula, charge and spin) in kcal/mol: 177.6
E_tot in a.u.: -1299.24692
HOMO energy in eV: -10.6

Atoms and positions in Å:
O (-1.05, 4.57, 2.59)
H (-1.70, 4.02, 2.12)
H (-1.62, 5.24, 2.99)
O (-2.81, 1.62, -3.21)
H (-2.51, 2.15, -4.07)
H (-3.76, 1.80, -3.14)
O (1.34, -3.83, 3.36)
H (2.04, -3.42, 3.92)
H (1.82, -3.95, 2.60)
O (3.31, -2.04, -0.98)
H (2.77, -2.72, -0.88)
H (3.70, -1.99, -0.12)
O (-1.38, -4.94, 0.84)
H (-0.73, -5.60, 0.73)
H (-1.51, -4.79, 1.86)
O (-2.53, 3.42, 0.70)
H (-2.16, 2.80, 0.05)
H (-3.42, 3.17, 0.79)
O (1.06, -0.34, -0.62)
H (1.84, -0.97, -0.46)
H (1.02, -0.42, -1.63)
O (2.00, 5.00, 1.47)
H (1.09, 5.04, 1.51)
H (2.42, 4.39, 1.97)
O (2.95, 3.26, -2.30)
H (2.79, 2.78, -1.46)
H (3.69, 2.77, -2.68)
O (3.08, -1.80, 4.98)
H (2.23, -1.41, 5.42)
H (3.47, -0.99, 4.58)
O (0.47, 4.40, -3.71)
H (1.31, 4.34, -3.10)
H (-0.29, 4.33, -3.40)
O (-1.99, -1.91, -0.91)
H (-1.72, -2.09, -0.10)
H (-2.70, -1.59, -1.19)
O (3.86, -1.76, -3.96)
H (3.45, -1.68, -3.19)
H (3.59, -2.67, -4.02)
O (-1.94, 1.19, -0.88)
H (-1.16, 1.05, -0.28)
H (-1.96, 0.63, -1.50)
O (-4.66, -1.86, 0.04)
H (-5.12, -2.69, -0.22)
H (-5.16, -1.08, 0.10)
O (-1.50, -1.52, 4.39)
H (-0.70, -1.89, 4.36)
H (-2.00, -2.24, 4.93)
O (-0.01, -3.08, -2.11)
H (-0.74, -3.11, -1.50)
H (-0.04, -2.22, -2.38)

Entry from OMol25: a 17-piece molecular cluster, H35O17 overall (ωB97M-V/def2-TZVPD).

Calculated values
F_max in eV/Å: 9.01
Relative energy (zero: lowest compared OMol25 entry of this formula, charge and spin) in kcal/mol: 173.9
Charge: +1
E_tot in a.u.: -1299.63176
HOMO energy in eV: -12.9

Atoms and positions in Å:
O (-0.49, 3.49, 2.18)
H (1.99, -0.51, 3.56)
H (-0.15, 3.19, 0.83)
O (2.08, -0.21, 4.49)
H (5.17, -1.30, 1.17)
H (-2.09, -0.67, -4.60)
O (0.20, -0.59, -4.76)
H (0.27, 0.27, -5.04)
H (1.20, 3.10, -0.15)
O (0.05, -3.96, 2.58)
H (-0.43, -4.75, 2.41)
H (-2.92, 2.95, 0.05)
O (0.44, 2.57, 0.02)
H (3.72, 2.82, 0.74)
O (0.14, 0.08, 0.68)
H (-0.25, -0.49, 1.37)
H (-1.31, -2.31, 3.26)
O (1.35, -1.13, -1.69)
H (2.01, -2.80, -1.88)
H (-1.43, 1.01, 4.16)
O (2.76, 2.46, 1.05)
H (-0.74, 2.62, 2.51)
H (3.03, 1.69, 1.62)
O (4.34, -0.75, 1.56)
H (-3.01, -1.31, -3.55)
H (4.77, -0.63, 2.40)
O (-1.77, -2.25, 2.41)
H (1.63, -0.92, -2.50)
H (-2.77, -2.38, 2.56)
O (-1.32, -2.94, -2.34)
H (-0.35, 3.90, -2.15)
H (-4.15, 0.22, -2.45)
O (-1.30, 0.00, 3.96)
H (-1.44, -2.92, -1.36)
H (-1.60, -0.58, 4.75)
O (-0.99, 3.68, -1.54)
H (-1.35, 3.91, 1.76)
H (1.21, -0.75, -5.11)
O (-3.87, 1.04, -2.07)
H (2.00, -0.52, -1.18)
H (0.47, -0.41, -0.05)
O (-2.12, 2.57, 0.48)
H (-1.58, 3.22, -2.00)
H (1.40, -0.88, 4.77)
O (-3.10, -0.73, -4.42)
H (-3.69, 1.62, -2.66)
H (0.34, -3.58, 1.68)
O (2.27, -3.46, -2.64)
H (3.15, -3.91, -2.51)
H (0.68, 1.68, 0.49)
H (-0.70, -2.37, -2.72)
H (-1.73, 1.91, -0.09)

Entry from OMol25: a 18-piece molecular cluster, H36O18 overall (ωB97M-V/def2-TZVPD).

Calculated values
F_max in eV/Å: 6.40
Relative energy (zero: lowest compared OMol25 entry of this formula, charge and spin) in kcal/mol: 173.8
E_tot in a.u.: -1375.71001
HOMO energy in eV: -10.8

Atoms and positions in Å:
O (0.39, -4.14, 4.29)
H (0.61, -3.49, 4.85)
H (-0.07, -3.80, 3.52)
O (3.59, -1.54, -0.82)
H (4.35, -0.93, -1.01)
H (3.24, -0.93, -0.17)
O (-3.82, 2.76, -2.91)
H (-3.06, 3.01, -2.46)
H (-3.62, 2.73, -3.89)
O (-0.34, -3.14, -3.04)
H (-0.94, -3.53, -2.49)
H (-0.02, -2.40, -2.66)
O (0.77, 0.83, 2.70)
H (0.07, 1.27, 2.07)
H (0.39, 0.05, 3.07)
O (3.33, -1.78, 2.70)
H (2.45, -1.72, 2.49)
H (3.66, -2.10, 1.83)
O (-4.02, -4.30, 2.39)
H (-3.31, -4.88, 2.72)
H (-3.42, -3.78, 1.79)
O (-1.99, 1.07, -3.35)
H (-1.42, 0.37, -3.03)
H (-2.02, 0.68, -4.25)
O (-3.36, -0.56, -1.70)
H (-3.79, -0.04, -2.33)
H (-3.52, -0.24, -0.86)
O (-0.05, 4.51, -0.87)
H (-0.91, 4.85, -0.63)
H (0.50, 4.21, -0.09)
O (2.23, -0.29, -3.67)
H (2.29, -0.60, -2.76)
H (1.87, 0.61, -3.51)
O (1.65, 0.09, 5.45)
H (1.85, 0.56, 4.69)
H (1.02, 0.56, 6.06)
O (-4.04, -1.59, 2.77)
H (-4.43, -2.44, 2.80)
H (-4.38, -1.35, 3.60)
O (0.52, 1.29, -2.41)
H (-0.43, 1.21, -2.24)
H (0.82, 1.78, -1.66)
O (4.90, 0.89, 0.50)
H (5.76, 0.72, 0.13)
H (4.48, 0.94, 1.29)
O (0.85, 2.11, -5.18)
H (0.83, 3.12, -5.16)
H (0.90, 1.89, -4.24)
O (-1.24, -2.72, 0.41)
H (-1.40, -3.45, -0.06)
H (-0.98, -2.04, -0.10)
O (1.30, 5.13, 1.99)
H (0.65, 4.49, 1.61)
H (1.32, 6.05, 1.79)